Record 1
Density functional theory data (ωB97M-V/def2-TZVPD) for a molecular structure, C18H24Cl2N2OW.

Computed properties:
E_HOMO (spin up / spin down)   -0.2770 / -0.2872 Ha
Molecular weight   539.149 g mol⁻¹
2S+1   3

Last column: Mulliken charge in e.
Atoms and positions in Å:
1 W -2.596 -2.594 2.193  0.778
2 Cl -2.103 -0.478 2.575  -0.393
3 Cl -4.523 -2.786 1.154  -0.410
4 O 1.284 0.093 -0.854  -0.721
5 N 0.916 3.281 0.376  -0.062
6 N 1.516 2.066 0.384  0.414
7 C 3.233 0.611 1.275  -0.350
8 C 1.843 1.895 2.807  -0.178
9 C -0.611 4.646 -0.992  -1.478
10 C -2.030 -4.551 -1.246  -0.430
11 C 0.128 3.400 -0.716  0.833
12 C 2.207 1.543 1.502  0.298
13 C 2.588 1.416 3.885  -0.686
14 C -1.185 -1.473 -2.490  0.243
15 C -1.039 -4.117 -0.091  -0.833
16 C -1.274 -3.049 0.912  0.125
17 C 3.649 0.524 3.659  -0.416
18 C 0.169 2.211 -1.402  -1.281
19 C -1.478 -2.838 -3.185  -0.861
20 C -2.050 -0.550 -2.212  -0.725
21 C 3.959 0.108 2.355  -0.690
22 C 1.014 1.297 -0.687  0.571
23 C -2.470 -3.691 -2.434  -0.459
24 C 1.343 4.399 1.197  -1.286
25 H 0.047 5.461 -1.334  0.293
26 H 3.435 0.288 0.253  0.406
27 H 1.795 5.181 0.572  0.349
28 H -0.059 -1.265 -2.455  0.104
29 H -0.905 -5.096 0.432  0.361
30 H -1.341 4.454 -1.789  0.363
31 H -1.942 -2.552 -4.154  0.374
32 H 4.759 -0.603 2.173  0.377
33 H -2.980 -4.878 -0.796  0.254
34 H -2.834 -4.416 -3.179  0.301
35 H -3.104 -0.565 -2.504  0.261
36 H -0.729 -2.134 0.586  -0.043
37 H -0.375 1.949 -2.297  0.607
38 H 0.470 4.828 1.705  0.346
39 H -1.745 0.306 -1.554  0.204
40 H 4.232 0.147 4.503  0.368
41 H 2.337 1.741 4.895  0.363
42 H 0.980 2.545 2.975  0.613
43 H -1.573 -5.470 -1.678  0.302
44 H -1.164 5.005 -0.111  0.331
45 H -0.515 -3.336 -3.416  0.281
46 H -3.330 -3.050 -2.202  0.290
47 H -0.018 -3.994 -0.534  0.276
48 H 2.068 4.088 1.946  0.616

Force components x, y, z for each atom (eV/Å):
1.63 -0.22 -0.13
0.18 1.07 0.64
-1.59 -0.51 -0.68
-0.26 1.39 0.15
-0.58 1.52 0.79
0.57 -1.29 -0.16
0.03 0.21 0.03
0.14 -0.06 0.02
-0.45 0.59 -0.33
-0.02 -0.18 0.42
0.36 -1.22 -0.02
-0.02 -0.36 0.26
0.29 -0.31 -0.35
3.31 -2.25 -1.73
1.03 -2.22 -0.90
-0.56 0.91 -0.85
-0.11 0.13 -0.05
-0.25 0.23 -0.17
0.40 1.88 -0.29
-1.16 2.24 1.52
-0.58 0.40 0.24
0.36 -1.12 -0.18
-0.26 -0.20 -0.45
0.08 0.42 -0.27
-0.14 -0.27 0.15
-0.03 0.16 0.37
-0.03 -0.16 0.15
-1.74 -0.16 0.92
-0.20 0.57 -0.04
0.22 0.09 0.22
0.27 -0.43 0.31
-0.11 0.10 0.07
0.30 -0.07 0.14
-0.20 0.05 0.29
0.18 -0.38 0.35
-0.07 -0.23 0.60
0.05 0.09 0.11
0.22 -0.09 -0.01
-0.27 -0.63 -1.10
-0.21 0.13 -0.28
0.06 -0.19 -0.24
0.31 -0.27 0.00
-0.13 0.53 0.37
0.21 -0.15 -0.24
-0.56 0.08 0.21
0.14 -0.14 0.25
-0.76 0.28 0.11
-0.11 0.02 -0.23

---

Record 2
Density functional theory data (ωB97M-V/def2-TZVPD) for a molecular structure, C18H24Cl5MnN6.

Computed properties:
E_HOMO (spin up / spin down)   -0.5393 / -0.5405 Ha
Energy relative to the best compared isomer or geometry (same formula, charge and spin)   35.8 kJ/mol
Molecular weight   556.635 g mol⁻¹
2S+1   5
Charge   +2

Last column: Mulliken charge in e.
Atoms and positions in Å:
1 Mn -0.605 -0.038 0.547  -0.662
2 Cl -0.858 5.540 3.515  -0.115
3 Cl -3.027 3.253 3.674  -0.134
4 Cl -2.455 0.514 2.045  -0.077
5 Cl 2.191 2.385 0.322  -0.140
6 Cl 1.723 5.121 1.830  -0.125
7 N -2.550 1.044 -2.177  0.065
8 N -2.423 -0.869 -3.255  0.012
9 N 1.684 -1.449 2.663  0.116
10 N -0.970 -0.481 -1.363  0.107
11 N 3.299 -1.552 1.169  0.066
12 N 1.073 -0.991 0.444  0.232
13 C 0.357 -1.378 3.218  -0.801
14 C 1.999 -1.301 1.367  0.303
15 C 4.142 -1.252 0.015  -0.997
16 C -2.193 2.152 -1.327  -1.172
17 C -3.407 -0.097 -4.025  -0.675
18 C -3.608 1.162 -3.180  -0.634
19 C -0.609 4.073 2.693  0.368
20 C 1.319 -1.231 -0.993  -1.047
21 C -2.055 -2.191 -3.752  -0.970
22 C -1.922 -0.142 -2.244  0.506
23 C -0.184 1.699 1.377  -0.659
24 C 0.000 -1.548 -1.678  -1.012
25 C -1.588 3.072 2.786  -0.150
26 C 2.815 -1.963 3.441  -0.668
27 C 0.782 2.671 1.267  0.502
28 C -1.320 1.901 2.102  1.334
29 C 3.962 -1.923 2.429  -0.634
30 C 0.563 3.881 1.936  0.280
31 H 1.783 -0.364 -1.467  0.231
32 H -2.003 -2.921 -2.948  0.377
33 H 1.969 -2.093 -1.127  0.572
34 H 3.794 -0.368 -0.510  0.341
35 H -2.697 2.117 -0.358  0.290
36 H -0.321 -2.104 2.755  0.302
37 H -0.357 -2.524 -1.338  0.282
38 H 0.204 -1.618 -2.743  0.518
39 H -2.494 3.077 -1.818  0.397
40 H -2.849 -2.504 -4.425  0.362
41 H -1.112 2.194 -1.189  0.426
42 H 4.214 -2.096 -0.669  0.305
43 H -3.475 2.078 -3.754  0.382
44 H -3.022 0.116 -5.024  0.364
45 H 4.707 -1.166 2.677  0.416
46 H 2.602 -2.977 3.779  0.352
47 H 5.138 -1.036 0.396  0.398
48 H -4.323 -0.676 -4.123  0.428
49 H -0.054 -0.371 3.151  0.190
50 H 0.413 -1.621 4.277  0.424
51 H 2.998 -1.335 4.310  0.391
52 H 4.465 -2.882 2.321  0.372
53 H -1.124 -2.180 -4.317  0.342
54 H -4.588 1.190 -2.704  0.321

Force components x, y, z for each atom (eV/Å):
0.09 0.22 -0.03
0.00 0.05 0.02
-0.02 0.05 0.03
-0.03 0.37 0.05
-0.04 0.05 0.04
0.03 0.05 0.01
0.02 0.05 -0.01
0.09 0.05 -0.18
0.05 0.14 -0.01
-0.03 -0.14 -0.18
0.00 -0.10 -0.06
-0.06 -0.03 -0.01
-0.07 -0.18 0.04
0.13 0.07 -0.05
-0.06 0.07 0.10
0.01 0.06 -0.02
0.04 -0.03 0.05
0.01 -0.02 0.01
-0.02 -0.01 0.01
0.11 -0.11 0.11
-0.13 0.02 0.13
-0.09 -0.28 0.09
0.21 -0.71 -0.16
-0.01 0.07 -0.14
0.02 -0.09 -0.07
-0.02 0.03 -0.01
-0.06 0.17 0.20
-0.24 0.07 0.19
-0.03 0.02 -0.06
0.06 -0.04 -0.05
-0.04 0.04 0.00
0.05 0.02 0.02
0.09 -0.02 0.03
-0.05 0.01 -0.02
-0.01 -0.01 0.00
0.00 0.05 -0.06
0.00 0.00 0.02
-0.04 0.06 -0.04
0.00 0.00 -0.01
0.00 -0.04 0.02
0.02 -0.04 0.03
0.00 -0.01 -0.01
-0.01 0.01 0.00
0.01 0.04 0.01
0.00 0.01 0.00
-0.02 0.00 0.00
0.01 0.01 -0.03
0.00 0.00 -0.03
0.01 0.05 0.01
0.01 -0.01 0.00
0.02 -0.01 0.01
0.01 -0.01 0.03
0.00 0.00 -0.02
-0.01 0.00 0.02

---

Record 3
Density functional theory data (ωB97M-V/def2-TZVPD) for 3 unconnected molecules or ions with the total composition C18H24F2IO2S.

Computed properties:
E_HOMO   -0.4065 Ha
Molecular weight   469.355 g mol⁻¹
2S+1   1
Charge   +1

Last column: Mulliken charge in e.
Atoms and positions in Å:
1 I 4.464 -1.005 -0.048  0.237
2 S 3.579 1.285 -0.328  0.006
3 F -2.921 2.520 2.218  -0.315
4 F -0.319 -4.068 -2.718  -0.299
5 O 2.046 1.115 3.675  -0.507
6 O 0.117 0.353 -0.457  -0.188
7 C 1.170 -4.070 -4.546  -0.421
8 C -5.222 2.165 2.593  -0.443
9 C 0.864 -3.713 -3.238  0.244
10 C 2.399 -3.696 -5.090  -0.340
11 C 2.553 1.169 -1.891  -0.103
12 C -5.903 0.509 4.216  -0.454
13 C -0.882 0.396 0.627  -0.809
14 C -0.142 1.372 -1.486  -0.524
15 C -6.233 1.480 3.266  -0.377
16 C 2.998 -2.630 -3.000  0.257
17 C 3.313 -2.978 -4.314  -0.769
18 C -3.554 0.897 3.807  -0.252
19 C 1.765 -2.994 -2.460  -0.111
20 C -4.565 0.219 4.488  -0.398
21 C 1.254 2.170 -1.948  -0.757
22 C -3.892 1.865 2.868  0.348
23 C 2.545 1.759 1.177  -0.204
24 C 2.595 0.602 2.378  -0.538
25 H -6.692 -0.022 4.744  0.364
26 H 2.188 0.064 -2.128  0.151
27 H -4.311 -0.533 5.230  0.350
28 H 2.463 0.484 4.362  0.351
29 H 1.459 2.115 0.923  0.142
30 H 4.274 -2.691 -4.737  0.383
31 H -0.531 0.788 -2.444  0.318
32 H -1.902 0.750 0.172  0.399
33 H 1.987 -0.331 2.007  0.273
34 H 3.268 1.506 -2.786  0.373
35 H -7.276 1.701 3.053  0.362
36 H -5.459 2.927 1.859  0.394
37 H 3.713 -2.075 -2.396  -0.134
38 H -1.042 -0.724 0.976  0.271
39 H 3.732 0.384 2.590  0.412
40 H -0.967 2.157 -1.213  0.411
41 H 1.500 -2.724 -1.443  0.392
42 H 3.094 2.705 1.653  0.406
43 H -0.581 1.119 1.509  0.225
44 H -2.510 0.678 4.000  0.428
45 H 2.646 -3.962 -6.114  0.377
46 H 0.451 -4.634 -5.131  0.421
47 H 1.388 3.182 -1.373  0.293
48 H 1.080 2.416 -3.103  0.358

Force components x, y, z for each atom (eV/Å):
-0.46 1.11 0.17
-0.58 -0.26 0.09
0.39 0.23 -0.26
-0.02 0.02 0.04
1.66 -1.98 -1.14
-1.05 1.88 0.16
-0.04 0.00 0.02
0.08 0.04 -0.07
0.72 0.20 -0.38
0.01 0.17 0.44
-1.34 -0.02 -2.33
0.01 0.04 -0.04
-1.12 -0.60 -0.02
0.30 -0.04 -1.45
0.40 -0.18 0.18
-0.23 -0.22 -0.44
-0.01 0.00 -0.07
0.07 0.06 -0.09
-0.04 0.05 0.09
-0.21 0.24 -0.26
-0.96 -0.45 -0.34
-1.06 -0.69 0.70
-0.52 0.97 2.64
0.30 0.08 0.02
0.17 0.11 -0.10
0.90 2.28 0.88
-0.02 0.15 -0.16
-1.08 1.59 -1.50
2.12 -1.14 0.08
-0.18 -0.07 0.08
0.82 1.23 1.93
1.87 -0.62 1.07
1.30 1.71 0.74
-1.14 -0.81 2.34
0.22 -0.01 0.03
0.06 -0.07 0.07
-0.23 -0.24 -0.33
0.51 2.49 -0.49
-2.24 0.12 -0.77
1.65 -1.51 -0.19
-0.05 -0.06 -0.04
-0.92 -2.03 -1.36
-0.49 -1.50 -1.71
-0.07 0.07 0.00
-0.08 0.02 0.21
0.05 0.07 0.10
-0.06 -2.02 -1.06
0.59 -0.41 2.59

---

Record 4
Density functional theory data (ωB97M-V/def2-TZVPD) for a molecular structure, C18H24FN6S5SeW.

Computed properties:
E_HOMO (spin up / spin down)   -0.3725 / -0.3724 Ha
Energy relative to the best compared isomer or geometry (same formula, charge and spin)   79.9 kJ/mol
Molecular weight   766.565 g mol⁻¹
2S+1   1
Charge   +1

Last column: Mulliken charge in e.
Atoms and positions in Å:
1 W -2.024 0.401 0.753  1.053
2 Se -3.215 1.265 -0.944  -0.228
3 S -1.416 -1.476 -0.437  -0.221
4 S -2.068 2.311 2.450  -0.279
5 S -0.873 5.000 2.267  -0.039
6 S -0.843 -5.720 3.459  -0.250
7 S -1.678 -3.122 2.242  -0.005
8 F -1.118 -0.362 2.314  -0.600
9 N 1.046 2.681 -0.916  0.318
10 N -0.336 -4.830 0.942  0.667
11 N -2.672 4.243 0.638  0.005
12 N 0.071 1.159 0.588  -0.233
13 N -4.680 -0.770 2.199  -0.531
14 N -0.436 -3.793 0.104  -0.747
15 C 0.388 -5.980 0.481  0.431
16 C 1.057 1.934 0.190  1.105
17 C 3.139 2.647 -2.296  -1.060
18 C 2.313 -6.883 -0.606  -0.548
19 C 2.232 3.430 -1.356  -0.781
20 C 0.557 -8.337 0.161  -0.614
21 C 1.613 -5.783 -0.137  -0.300
22 C 1.789 -8.159 -0.452  -0.462
23 C -0.121 1.424 -2.732  -1.039
24 C -0.899 -4.692 2.198  0.051
25 C -2.363 5.568 0.103  -0.542
26 C -0.156 -7.246 0.631  -0.391
27 C 2.297 1.973 1.046  -1.860
28 C -3.734 -0.338 1.697  0.453
29 C -0.086 2.657 -1.839  -0.020
30 C -1.567 6.296 1.190  -0.569
31 C -1.969 3.816 1.662  0.400
32 C -1.111 -2.821 0.634  0.359
33 H 1.866 4.331 -1.849  0.394
34 H 3.347 1.650 -1.906  0.262
35 H -0.082 0.512 -2.138  0.117
36 H 2.786 3.767 -0.485  0.475
37 H -0.997 2.728 -1.249  -0.484
38 H 2.184 1.317 1.905  0.541
39 H 2.005 -4.782 -0.249  0.407
40 H -0.020 3.562 -2.444  0.490
41 H -3.308 3.607 0.176  0.142
42 H 3.176 1.658 0.484  0.310
43 H 2.341 -9.016 -0.813  0.389
44 H -0.753 6.879 0.771  0.382
45 H -3.292 6.091 -0.116  0.390
46 H 0.144 -9.330 0.271  0.371
47 H -1.795 5.463 -0.824  0.229
48 H 2.477 2.983 1.415  0.360
49 H 0.717 1.412 -3.427  0.311
50 H -2.198 6.948 1.789  0.394
51 H 2.698 2.536 -3.286  0.327
52 H 3.271 -6.743 -1.087  0.357
53 H -1.121 -7.374 1.097  0.444
54 H -1.041 1.408 -3.316  0.397
55 H 0.366 0.731 1.460  0.072
56 H 4.088 3.170 -2.414  0.397

Force components x, y, z for each atom (eV/Å):
0.66 -0.03 -0.57
0.16 -0.02 0.00
-0.69 -0.12 0.28
-0.05 0.04 0.19
0.00 0.02 -0.02
-0.02 -0.02 0.03
0.07 -0.13 -0.01
-0.15 0.13 -0.19
-0.02 -0.02 0.02
-0.04 -0.05 0.12
0.11 -0.06 0.01
-0.11 0.17 0.20
0.04 0.01 0.02
-0.17 0.19 -0.02
0.00 -0.02 0.00
0.01 0.00 -0.06
0.01 0.00 -0.01
0.00 0.00 0.00
0.00 0.03 0.02
-0.01 0.00 0.01
0.00 -0.03 0.05
0.02 0.00 0.00
0.00 -0.03 0.00
-0.01 0.07 -0.04
-0.05 0.00 -0.01
0.02 0.04 -0.08
0.03 -0.01 -0.01
-0.12 -0.01 0.10
0.00 -0.01 0.00
-0.01 0.02 -0.02
-0.09 -0.04 0.05
0.46 -0.11 -0.12
0.02 0.01 0.00
0.02 0.01 0.02
-0.01 -0.01 0.01
0.00 -0.03 0.01
-0.01 0.01 0.00
0.01 -0.01 -0.01
0.00 0.00 0.00
-0.01 -0.01 -0.01
-0.07 0.06 0.03
0.00 0.01 0.00
0.00 0.00 0.00
-0.01 0.02 0.01
0.02 0.01 -0.05
0.00 0.00 0.00
0.03 -0.01 0.03
-0.02 0.00 0.02
0.00 0.00 0.01
-0.01 -0.03 0.03
-0.02 -0.01 0.01
0.00 0.00 0.00
0.00 0.00 0.03
0.00 0.02 0.00
0.01 -0.05 -0.01
-0.01 0.01 -0.02

---

no.,strongest force on any atom (hartree/bohr),E (Eh)
1,0.0848,-1872.36571
2,0.0147,-4480.26912
3,0.0556,-1745.95980
4,0.0170,-5587.99188